# 1
93
Properties=species:S:1:pos:R:3 method="wB97M-V/def2-TZVPD" e_above_lowest_kcal_mol=40.2 total_charge=-1 multiplicity=1 gap_ha="0.245 / 0.234" energy_ev=-118523.9380
Pd 0.094 -1.554 -0.248
C 4.142 -0.577 -2.342
Si 2.328 -1.047 -2.075
C 1.476 0.602 -2.276
C 1.871 -2.110 -3.548
C 2.225 -1.997 -0.478
Si 1.977 -3.860 -0.462
C 3.496 -4.628 -1.275
C 1.917 -4.689 1.230
C 0.477 -4.560 -1.342
Si 2.807 -1.217 1.102
C 3.237 0.598 1.118
C 4.364 -2.062 1.744
C 1.457 -1.520 2.400
C 1.527 -1.163 3.743
C 0.447 -1.418 4.573
C -0.679 -2.039 4.050
C -0.688 -2.374 2.710
N 0.351 -2.124 1.910
H 4.288 -0.172 -3.355
H 4.802 -1.450 -2.225
H 4.466 0.190 -1.620
H 1.742 0.988 -3.272
H 1.803 1.316 -1.512
H 0.394 0.536 -2.218
H 2.141 -1.576 -4.468
H 0.798 -2.322 -3.584
H 2.408 -3.068 -3.540
H 4.360 -4.497 -0.607
H 3.742 -4.153 -2.233
H 3.356 -5.705 -1.445
H 2.473 -4.155 2.010
H 2.356 -5.690 1.128
H 0.886 -4.797 1.578
H 0.533 -4.466 -2.430
H -0.436 -4.071 -1.030
H 0.393 -5.623 -1.078
H 4.169 0.786 0.563
H 3.391 0.918 2.158
H 2.426 1.195 0.689
H 5.215 -1.801 1.095
H 4.280 -3.154 1.762
H 4.599 -1.717 2.761
H 2.419 -0.679 4.126
H 0.476 -1.132 5.617
H -1.547 -2.244 4.662
H -1.547 -2.847 2.257
S -5.769 -2.963 1.280
C -4.792 -2.300 0.102
S -3.266 -2.960 -0.355
C -2.930 -1.614 -1.447
N -3.910 -0.782 -1.489
N -4.951 -1.172 -0.644
C -6.013 -0.216 -0.529
C -5.682 1.133 -0.525
C -6.680 2.089 -0.401
C -8.010 1.702 -0.289
C -8.334 0.353 -0.328
C -7.341 -0.611 -0.454
S -1.439 -1.497 -2.311
H -4.640 1.410 -0.636
H -6.416 3.140 -0.386
H -8.789 2.449 -0.178
H -9.370 0.041 -0.262
H -7.594 -1.661 -0.495
C 2.743 3.662 -2.962
C 1.958 4.077 -1.745
C 0.786 4.821 -1.859
C 0.072 5.207 -0.735
C 0.542 4.841 0.520
C 1.709 4.097 0.660
C 2.403 3.716 -0.474
S -0.334 5.341 1.963
O -1.012 6.574 1.675
O 0.601 5.222 3.043
N -1.505 4.237 2.210
C -1.157 2.794 2.145
C -1.542 2.144 0.821
C -0.998 0.727 0.774
O -1.772 -0.256 0.905
O 0.259 0.637 0.611
H 2.254 3.986 -3.880
H 2.854 2.575 -2.996
H 3.746 4.095 -2.936
H 0.422 5.099 -2.843
H -0.842 5.785 -0.823
H 2.055 3.821 1.649
H 3.303 3.114 -0.374
H -2.340 4.485 1.687
H -1.667 2.278 2.957
H -0.086 2.696 2.322
H -1.111 2.689 -0.019
H -2.630 2.121 0.728



# 2
87
Properties=species:S:1:pos:R:3 method="wB97M-V/def2-TZVPD" e_above_lowest_kcal_mol=18.4 multiplicity=1 gap_ha=0.160 energy_ev=-181394.2359
Pb 0.456 -0.066 0.143
C 2.396 -3.904 -0.330
C 0.893 -4.322 -0.551
C -0.147 -3.256 -0.622
N -0.156 -2.298 0.521
C -0.344 -2.719 1.785
C -1.008 -3.943 2.043
C -1.604 -4.425 3.174
C -1.286 -4.040 4.468
C -0.212 -3.195 4.886
C 0.422 -2.245 4.132
C 0.057 -1.791 2.833
N 0.052 -0.541 2.447
C 0.119 0.527 3.475
C 1.497 1.121 3.672
C 2.213 1.642 2.442
N 2.395 0.672 1.416
C 3.547 0.101 1.222
C 4.606 0.185 2.202
C 5.958 0.087 2.118
C 6.735 -0.188 0.989
C 6.279 -0.400 -0.326
C 5.006 -0.707 -0.692
C 3.695 -0.538 -0.098
N 2.592 -0.842 -0.734
C 2.543 -1.827 -1.818
C 3.085 -3.243 -1.561
H 3.000 -4.824 -0.149
H 2.571 -3.197 0.575
H 0.695 -5.152 0.192
H 0.905 -4.809 -1.505
H -1.158 -3.635 -0.802
H 0.134 -2.702 -1.487
H -1.306 -4.418 1.066
H -2.318 -5.281 3.097
H -1.857 -4.531 5.213
H 0.140 -3.189 5.857
H 1.237 -1.704 4.667
H -0.396 0.137 4.360
H -0.497 1.376 3.129
H 2.181 0.302 4.044
H 1.425 1.815 4.509
H 3.148 2.109 2.745
H 1.570 2.487 2.161
H 4.251 0.412 3.185
H 6.492 0.322 3.014
H 7.815 -0.101 1.095
H 7.023 -0.315 -1.087
H 4.847 -1.194 -1.651
H 3.237 -1.495 -2.591
H 1.504 -1.801 -2.204
H 4.183 -3.319 -1.563
H 2.831 -3.825 -2.490
O -5.696 -1.196 -4.808
C -5.446 0.201 -4.610
C -4.257 0.438 -3.607
C -3.818 1.978 -3.732
O -3.132 2.509 -2.600
C -4.665 0.019 -2.159
Se -3.078 -0.508 -0.938
C -3.095 -0.420 -4.180
Se -1.388 -0.233 -3.290
H -6.507 -1.311 -5.293
H -6.351 0.774 -4.436
H -5.000 0.698 -5.562
H -4.712 2.615 -3.864
H -3.102 2.105 -4.562
H -2.637 1.689 -2.241
H -5.239 -0.863 -2.311
H -5.172 0.863 -1.675
H -2.771 -0.235 -5.222
H -3.296 -1.518 -4.084
C -1.131 6.250 0.920
C -1.510 5.068 -0.055
C -0.535 5.196 -1.261
C -3.013 5.088 -0.326
C -1.116 3.805 0.557
N -0.709 2.747 0.789
H -1.444 7.233 0.548
H -0.044 6.278 1.147
H -1.573 6.152 1.905
H -0.594 6.235 -1.710
H -0.657 4.488 -2.054
H 0.423 5.042 -0.734
H -3.255 6.011 -0.946
H -3.577 5.280 0.568
H -3.349 4.217 -0.789



# 3
86
Properties=species:S:1:pos:R:3 method="wB97M-V/def2-TZVPD" total_charge=+1 multiplicity=1 gap_ha=0.158 energy_ev=-56783.2442
C -2.950 5.847 -1.289
N -2.771 4.461 -0.937
C -3.824 3.625 -0.685
O -5.017 3.959 -0.669
C -3.266 2.218 -0.439
C -3.741 1.222 -1.493
C -5.222 0.890 -1.325
C -6.121 1.054 -2.394
C -7.490 0.879 -2.170
C -7.906 0.528 -0.871
C -7.028 0.333 0.207
C -5.663 0.497 -0.045
N -1.831 2.519 -0.454
C -0.909 1.515 -0.224
C 0.435 1.615 -0.419
C 1.490 0.584 -0.184
C 2.820 1.107 -0.475
C 3.879 0.169 -0.294
C 5.184 0.453 -0.634
C 5.468 1.745 -1.084
N 6.817 2.113 -1.360
O 6.945 3.316 -1.714
O 7.792 1.342 -1.258
C 4.486 2.724 -1.187
C 3.162 2.431 -0.836
C -1.463 3.844 -0.907
C -0.860 3.823 -2.326
C -0.574 4.594 0.100
H -4.018 6.017 -1.240
H -2.359 6.494 -0.633
H -2.567 6.067 -2.292
H -3.546 1.879 0.583
H -3.548 1.652 -2.487
H -3.101 0.320 -1.500
H -5.722 1.312 -3.382
H -8.189 1.011 -3.009
H -8.966 0.419 -0.683
H -7.353 0.090 1.237
H -4.915 0.375 0.751
H -1.377 0.625 0.106
H 0.733 2.624 -0.804
H 1.130 -0.532 -0.343
H 3.668 -0.827 0.118
H 5.990 -0.267 -0.541
H 4.693 3.744 -1.524
H 2.445 3.257 -0.907
H -1.576 3.379 -3.043
H -0.555 4.837 -2.590
H 0.046 3.221 -2.406
H -1.112 4.675 1.064
H 0.356 4.072 0.319
H -0.297 5.557 -0.334
C -1.820 -3.021 2.523
C -0.831 -3.419 1.491
C -0.682 -4.924 1.449
C -1.127 -2.902 0.087
N 0.471 -2.851 1.910
P 1.671 -3.093 0.658
H 1.834 -0.028 0.595
N 3.024 -2.892 1.772
C 4.248 -3.523 1.217
C 5.348 -3.110 2.124
C 4.409 -3.088 -0.229
C 4.036 -5.018 1.230
C 2.483 -3.361 2.979
C 1.114 -3.348 3.052
H -1.850 -1.952 2.664
H -2.809 -3.312 2.218
H -1.607 -3.452 3.486
H 0.096 -5.242 0.743
H -0.420 -5.306 2.436
H -1.601 -5.401 1.137
H -0.413 -3.239 -0.702
H -2.089 -3.309 -0.228
H -1.231 -1.815 0.023
H 5.232 -3.520 3.113
H 6.293 -3.414 1.718
H 5.397 -2.037 2.240
H 3.556 -3.321 -0.906
H 4.690 -2.043 -0.352
H 5.268 -3.605 -0.649
H 3.175 -5.313 0.616
H 4.899 -5.527 0.824
H 3.877 -5.374 2.245
H 3.205 -3.843 3.635
H 0.452 -3.804 3.786



# 4
85
Properties=species:S:1:pos:R:3 method="wB97M-V/def2-TZVPD" e_above_lowest_kcal_mol=22.6 total_charge=+2 multiplicity=1 gap_ha=0.173 energy_ev=-132450.1538
N -6.155 4.562 -4.279
C -5.932 4.961 -3.026
C -5.149 4.229 -2.124
C -4.519 3.013 -2.550
C -4.781 2.623 -3.889
C -5.592 3.432 -4.705
C -3.589 2.309 -1.664
Mg -1.558 0.258 0.346
P 4.843 -0.790 0.431
C -2.761 1.249 -2.029
C -1.312 1.369 -2.063
C -0.508 1.005 -3.166
C 0.802 1.466 -3.283
C 1.411 2.185 -2.221
C 0.688 2.353 -1.024
C -0.684 1.972 -0.929
Br 3.218 2.587 -2.308
H -3.502 2.780 -0.686
H -3.197 0.483 -2.680
H -5.005 4.636 -1.128
H -4.338 1.720 -4.318
H -6.404 5.896 -2.729
H -5.802 3.138 -5.738
H -0.963 0.418 -3.981
H -1.297 2.306 -0.058
H 1.386 1.248 -4.174
H 1.160 2.824 -0.166
P -0.625 -2.189 0.056
C 5.051 1.031 0.566
C 6.317 1.537 -0.141
H 5.104 1.287 1.638
H 4.152 1.495 0.133
H 6.404 2.622 -0.037
H 7.227 1.088 0.280
H 6.298 1.287 -1.212
C 4.159 -1.046 -1.244
C 4.955 -2.105 -2.026
H 4.172 -0.087 -1.783
H 3.105 -1.347 -1.166
H 4.580 -2.198 -3.054
H 6.022 -1.849 -2.085
H 4.885 -3.090 -1.544
C 3.606 -1.273 1.690
C 4.283 -2.014 2.850
H 2.839 -1.896 1.209
H 3.114 -0.352 2.039
H 3.606 -2.735 3.316
H 5.166 -2.570 2.504
H 4.624 -1.316 3.611
C -0.596 -3.667 1.169
C -1.664 -4.738 0.938
H -0.673 -3.266 2.192
H 0.407 -4.118 1.092
H -2.651 -4.406 1.279
H -1.754 -5.006 -0.121
H -1.410 -5.652 1.495
C 0.614 -2.681 -1.211
C 0.220 -2.504 -2.674
H 0.951 -3.715 -1.024
H 1.480 -2.037 -0.992
H -0.760 -2.947 -2.892
H 0.200 -1.445 -2.965
H 0.947 -2.997 -3.332
C -2.284 -2.249 -0.804
C -3.440 -1.724 0.059
H -2.483 -3.270 -1.174
H -2.199 -1.617 -1.706
H -4.391 -1.958 -0.430
H -3.476 -2.191 1.057
H -3.451 -0.609 0.192
N -2.052 -0.663 4.518
C -1.893 -0.927 3.208
N -1.082 -0.022 2.624
C -0.554 0.752 3.669
C 0.280 1.863 3.650
C 0.378 2.654 4.812
C -0.393 2.352 5.955
C -1.203 1.208 5.995
C -1.212 0.404 4.858
H -2.694 -1.145 5.142
H -2.403 -1.760 2.715
H 0.839 2.091 2.734
H 1.053 3.522 4.847
H -0.339 3.019 6.814
H -1.813 0.939 6.855



# 5
89
Properties=species:S:1:pos:R:3 method="wB97M-V/def2-TZVPD" e_above_lowest_kcal_mol=34.3 total_charge=+2 multiplicity=2 gap_ha="0.278 / 0.207" energy_ev=-204634.7184
Ti -0.553 -0.515 1.262
O 2.892 1.894 5.403
C 3.353 0.683 5.128
O 4.273 0.192 5.711
C 2.688 -0.092 4.022
C 3.102 -1.359 3.598
Cl 4.405 -2.297 4.084
N 2.271 -1.776 2.616
N 1.339 -0.832 2.350
C 1.599 0.171 3.200
C 0.633 1.291 3.138
O 0.647 2.289 3.794
O -0.317 1.017 2.228
C 2.324 -3.042 1.942
C 2.085 -4.189 2.689
C 2.172 -5.422 2.061
C 2.486 -5.490 0.708
C 2.728 -4.333 -0.020
C 2.658 -3.091 0.599
H 2.109 2.159 4.882
H 1.863 -4.119 3.746
H 2.005 -6.327 2.627
H 2.563 -6.454 0.224
H 3.000 -4.397 -1.065
H 2.891 -2.182 0.062
C 1.611 -1.633 -3.716
C 0.897 -0.551 -4.513
C 0.630 0.744 -3.752
C -0.276 0.563 -2.519
Ge 0.742 0.446 -0.843
C 1.496 2.178 -0.307
C 2.918 2.391 -0.841
C 3.547 3.684 -0.324
C 2.875 4.940 -0.862
H 1.837 -2.491 -4.348
H 1.003 -1.997 -2.882
H 2.555 -1.268 -3.304
H -0.058 -0.940 -4.882
H 1.484 -0.316 -5.402
H 0.149 1.448 -4.434
H 1.581 1.214 -3.479
H -0.922 -0.310 -2.646
H -0.939 1.424 -2.394
H 1.853 -0.620 -0.934
H 1.502 2.288 0.779
H 0.819 2.947 -0.688
H 2.905 2.413 -1.936
H 3.545 1.537 -0.563
H 4.606 3.691 -0.589
H 3.511 3.684 0.771
H 2.882 4.949 -1.954
H 3.388 5.838 -0.523
H 1.837 5.022 -0.535
C -0.629 -3.169 -0.613
C -0.865 -3.639 0.798
O -1.061 -2.472 1.668
C -1.384 -2.808 3.057
C -2.203 -1.705 3.677
H -0.248 -3.999 -1.208
H 0.157 -2.402 -0.652
H -1.531 -2.788 -1.088
H -0.014 -4.192 1.191
H -1.768 -4.243 0.891
H -0.435 -2.969 3.573
H -1.937 -3.746 3.027
H -1.644 -0.773 3.804
H -2.506 -2.017 4.677
H -3.108 -1.508 3.101
C -5.203 4.487 -2.982
C -4.569 3.339 -2.281
C -4.877 2.020 -2.632
C -4.337 0.943 -1.970
C -4.708 -0.435 -2.430
C -3.405 1.193 -0.902
Se -2.688 -0.309 -0.099
C -3.094 2.538 -0.524
C -2.160 2.838 0.600
C -3.677 3.565 -1.219
H -5.603 4.204 -3.952
H -4.504 5.315 -3.099
H -6.033 4.860 -2.373
H -5.569 1.848 -3.446
H -5.663 -0.404 -2.949
H -4.781 -1.157 -1.621
H -3.959 -0.805 -3.136
H -1.139 2.539 0.351
H -2.440 2.306 1.508
H -2.151 3.903 0.817
H -3.454 4.587 -0.938